(1)
Formula: C6H10N2
Source: the OMol25 dataset
Level of theory: the ωB97M-V functional and the def2-TZVPD basis

Last column: Mulliken charge in e.
Geometry (Å):
C -0.853 -0.873 1.211  -0.647
N -1.692 -0.167 0.128  -0.450
C -0.745 0.639 -0.526  -0.377
C -0.227 0.989 -1.908  -0.762
C 0.330 -0.108 -1.039  0.327
N 1.410 -0.351 -0.104  -0.496
C 1.333 0.606 0.976  -0.428
C 0.689 -0.760 1.106  0.173
H -1.178 -0.437 2.122  0.316
H -1.283 -1.933 1.291  0.318
H -2.156 -0.777 -0.534  0.313
H -0.519 1.457 0.222  0.226
H -0.684 0.602 -2.863  0.241
H 0.171 1.992 -1.954  0.267
H 0.056 -1.056 -1.565  0.249
H 2.327 0.778 1.385  0.247
H 0.771 1.477 0.995  0.164
H 1.316 -1.439 1.810  0.317

Output
Structure (SMILES): C1N[C@@H]2C[C@H]2N2C[C@@H]12
Multiplicity: 1
E_tot: -343.94876 hartree

***

(2)
Formula: C6H10N2
Source: the OMol25 dataset
Level of theory: the ωB97M-V functional and the def2-TZVPD basis

Last column: Mulliken charge in e.
Geometry (Å):
C -0.298 0.915 -2.063  -0.883
C 0.409 -0.570 0.088  0.978
C 0.458 -2.007 0.157  -1.089
C 0.194 0.183 1.162  0.339
C -0.263 1.729 0.955  -1.438
C 0.181 -0.237 2.552  -0.021
H 0.375 1.721 -1.877  0.268
H -1.245 1.245 -1.356  0.230
H -0.263 0.726 -3.079  0.375
H 0.149 -1.339 -1.968  0.236
H 0.156 -2.362 1.194  0.346
H 1.544 -2.654 0.022  0.181
H -0.348 -2.469 -0.874  0.191
H 0.043 2.516 -0.012  0.169
H 0.019 2.014 1.800  0.614
H -1.475 1.550 0.991  0.289
N 0.172 -0.422 -1.339  -0.336
N 0.193 -0.541 3.647  -0.448

Output
Multiplicity: 1
E_tot: -343.90936 hartree

***

(3)
Formula: C6H10N2
Source: the OMol25 dataset
Level of theory: the ωB97M-V functional and the def2-TZVPD basis

Last column: Mulliken charge in e.
Geometry (Å):
C -0.739 -1.788 0.145  -0.647
N -1.751 -0.719 0.479  -0.615
C -0.783 0.418 0.131  -0.102
C -0.545 1.714 -0.591  -0.621
N 0.980 1.489 -1.020  -0.551
C 1.447 0.441 -0.160  -0.298
C 0.790 -1.145 0.187  -0.505
C 0.611 0.089 0.919  -0.021
H -1.111 -2.089 -0.772  0.373
H -0.730 -2.446 0.998  0.369
H -1.853 -0.610 1.431  0.284
H -0.496 -0.132 -0.697  0.351
H -0.623 2.797 -0.136  0.268
H -1.219 1.639 -1.452  0.326
H 0.804 1.105 -1.939  0.300
H 2.607 0.454 -0.112  0.350
H 1.646 -1.668 0.688  0.321
H 0.967 0.451 1.902  0.418

Output
Structure (SMILES): C1N[C@H]2CN[C@@H]3[C@H]1[C@@H]32
Multiplicity: 1
E_tot: -343.88782 hartree

***

(4)
Formula: C6H10N2
Source: the OMol25 dataset
Level of theory: the ωB97M-V functional and the def2-TZVPD basis

Last column: Mulliken charge in e.
Geometry (Å):
C -0.335 0.482 0.133  1.171
C -1.657 0.037 0.616  -0.822
C -0.087 -1.079 -0.146  -0.125
C 1.276 -1.018 -0.625  -0.565
C 1.861 -0.024 0.061  -0.149
C 0.900 0.816 0.748  -1.377
H -1.329 1.205 -1.609  0.188
H 0.335 1.584 -1.566  0.198
H -1.554 -0.130 1.767  0.242
H -2.531 0.658 0.375  0.376
H -2.070 -1.853 -0.341  0.308
H 0.278 -1.531 0.805  0.294
H 2.170 -1.696 -1.059  0.205
H 3.016 0.050 -0.091  0.276
H 0.715 0.319 1.729  0.199
H 1.028 1.766 0.721  0.682
N -0.499 1.330 -1.091  -0.621
N -1.517 -0.917 -0.425  -0.479

Output
Multiplicity: 1
E_tot: -343.91785 hartree

***

(5)
Formula: C6H10N2
Source: the OMol25 dataset
Level of theory: the ωB97M-V functional and the def2-TZVPD basis

Last column: Mulliken charge in e.
Geometry (Å):
C 2.350 -0.185 -0.062  -0.864
C 1.056 -0.210 -0.006  0.162
C 0.022 0.033 -1.091  0.085
C -1.164 -0.974 -0.746  -0.676
N -0.921 -1.244 0.804  -0.631
C 0.092 -0.095 1.165  -0.131
C -0.740 1.231 0.836  -0.730
N -0.416 1.389 -0.604  -0.529
H 2.884 -0.302 -0.980  0.284
H 2.944 -0.009 0.844  0.224
H 0.448 0.124 -2.115  0.441
H -2.094 -0.501 -1.063  0.271
H -1.145 -1.937 -1.277  0.312
H -0.453 -2.156 0.869  0.307
H 0.576 0.006 2.116  0.478
H -0.372 2.101 1.416  0.369
H -1.804 0.926 0.922  0.376
H -1.264 1.802 -1.031  0.249

Output
Structure (SMILES): C=C1[C@H]2CN[C@@H]1CN2
Multiplicity: 1
E_tot: -344.04757 hartree

***

(6)
Formula: C6H10N2O
Source: the OMol25 dataset
Level of theory: the ωB97M-V functional and the def2-TZVPD basis

Last column: Mulliken charge in e.
Geometry (Å):
C -2.601 0.250 0.587  -0.590
C -1.184 -1.335 -0.731  -0.326
C -0.154 -0.276 -0.346  -0.109
C 0.826 0.633 -1.095  0.151
C 1.545 1.697 -0.036  -0.597
C 2.614 -0.667 0.328  0.086
H -1.675 1.138 1.851  0.139
H -3.940 0.960 0.415  0.280
H -2.632 -1.084 1.047  0.197
H -1.359 -1.912 -1.787  0.186
H -1.772 -1.989 0.132  0.078
H 0.122 -0.252 0.799  0.159
H 0.802 0.689 -2.166  0.390
H 1.928 2.654 -0.050  0.317
H 1.257 1.533 1.035  0.212
H 3.354 -0.391 1.022  0.386
N -1.619 -0.115 -0.641  -0.207
N 2.219 0.353 -0.541  -0.226
O 2.272 -1.887 0.177  -0.525

Output
Multiplicity: 1
E_tot: -418.95270 hartree

***

Per-record HOMO-LUMO gap, eV: 9.00; 9.00; 9.73; 9.34; 9.76; 9.12